1.
{
  "formula": "H13O6S",
  "method": "wB97M-V/def2-TZVPD",
  "energy_ev": -23333.5840,
  "lumo_ev": 3.45,
  "total_charge": -1,
  "e_above_lowest_kcal_mol": 20.0,
  "homo_energy_ev": -4.5103,
  "symbols": ["S", "H", "H", "H", "O", "H", "H", "O", "H", "H", "O", "H", "H", "O", "H", "H", "O", "H", "H", "O"],
  "positions_angstrom": [[0.89, -0.94, -1.36], [1.15, -2.17, -0.93], [2.46, -0.34, 0.62], [3.52, 0.59, 0.00], [3.12, 0.32, 0.82], [-3.01, -0.84, -0.36], [-3.33, 0.45, -0.95], [-3.42, 0.01, -0.11], [3.21, 2.79, 1.58], [1.74, 2.81, 1.33], [2.49, 3.40, 1.42], [-1.33, -3.20, -1.29], [-1.30, -2.35, 0.00], [-1.65, -3.18, -0.37], [-1.40, 0.85, -1.13], [-0.25, 0.93, -2.00], [-1.01, 1.47, -1.76], [0.11, -0.45, 1.40], [-1.30, 0.06, 1.21], [-0.68, -0.21, 1.90]],
  "lowdin_charge": [0.075, -0.365, -0.071, 0.013, -0.101, 0.031, 0.016, -0.045, 0.012, 0.023, -0.071, 0.022, -0.024, -0.114, -0.043, -0.110, -0.131, -0.028, -0.006, -0.084]
}

2.
{
  "formula": "C5H13NO",
  "method": "wB97M-V/def2-TZVPD",
  "energy_ev": -8931.3774,
  "lumo_ev": 0.96,
  "e_above_lowest_kcal_mol": 60.7,
  "homo_energy_ev": -9.0431,
  "smiles": "CC[C@@H](CO)NC",
  "symbols": ["C", "N", "C", "C", "C", "C", "O", "H", "H", "H", "H", "H", "H", "H", "H", "H", "H", "H", "H", "H"],
  "positions_angstrom": [[-1.94, -1.80, -0.20], [-0.79, -1.14, -0.77], [1.91, 0.30, 1.40], [1.38, 0.04, 0.01], [-0.23, 0.07, 0.01], [-0.64, 1.22, -1.04], [-0.22, 2.51, -0.67], [-2.79, -1.52, -0.84], [-2.27, -1.44, 0.80], [-1.91, -2.89, 0.00], [-0.03, -1.79, -0.76], [2.89, 0.81, 1.40], [1.19, 0.93, 1.95], [1.74, -0.55, 2.02], [1.79, 0.84, -0.72], [1.72, -0.84, -0.38], [-0.54, 0.23, 1.07], [-1.78, 1.39, -1.06], [-0.08, 1.02, -1.98], [0.63, 2.61, -0.23]],
  "lowdin_charge": [-0.157, -0.093, -0.115, -0.213, -0.253, -0.232, -0.107, 0.074, 0.070, 0.079, 0.073, 0.085, 0.071, 0.061, 0.129, 0.060, 0.134, 0.144, 0.119, 0.072]
}

3.
{
  "formula": "C26H50ClF5P2Si2Sn",
  "method": "wB97M-V/def2-TZVPD",
  "energy_ev": -94048.6382,
  "lumo_ev": -0.35,
  "e_above_lowest_kcal_mol": 0.0,
  "homo_energy_ev": -6.6745,
  "symbols": ["Sn", "C", "C", "C", "Si", "C", "C", "Si", "H", "H", "H", "Cl", "C", "C", "C", "C", "H", "H", "H", "H", "H", "H", "H", "H", "H", "H", "H", "H", "C", "C", "P", "H", "H", "P", "H", "H", "C", "C", "C", "C", "C", "H", "C", "H", "H", "H", "H", "H", "H", "H", "C", "C", "H", "H", "H", "H", "H", "H", "H", "C", "C", "H", "H", "H", "H", "H", "H", "C", "C", "H", "H", "H", "H", "H", "H", "H", "C", "H", "H", "H", "F", "C", "F", "C", "F", "F", "F"],
  "positions_angstrom": [[-0.01, -0.37, 0.60], [-0.55, 2.71, -0.19], [0.86, 2.57, -0.34], [1.08, 1.98, -1.63], [2.15, 3.13, 0.91], [-0.18, 1.73, -2.23], [-1.20, 2.17, -1.33], [-3.06, 2.00, -1.53], [-1.04, 3.21, 0.64], [2.05, 1.79, -2.07], [-0.36, 1.30, -3.21], [0.88, -3.70, -0.21], [-3.89, 3.33, -0.54], [-3.49, 2.17, -3.33], [1.34, 4.39, 2.01], [3.59, 3.85, -0.02], [-3.03, 3.09, -3.71], [-4.58, 2.26, -3.42], [-3.15, 1.33, -3.94], [-3.85, 3.12, 0.54], [-4.95, 3.40, -0.84], [-3.41, 4.30, -0.73], [3.22, 4.57, -0.75], [4.20, 3.10, -0.54], [4.23, 4.39, 0.70], [0.89, 5.19, 1.40], [2.10, 4.84, 2.66], [0.56, 3.94, 2.63], [-3.58, 0.31, -0.81], [2.69, 1.67, 2.01], [-2.39, -1.07, -0.98], [-4.52, 0.00, -1.30], [-3.78, 0.44, 0.26], [2.63, 0.02, 1.25], [2.04, 1.63, 2.91], [3.71, 1.91, 2.35], [3.38, -1.19, 2.46], [3.90, 0.11, -0.12], [-2.34, -1.33, -2.84], [-3.29, -2.60, -0.40], [-2.66, -3.11, 0.90], [-3.10, -3.34, -1.19], [-4.80, -2.43, -0.21], [-5.01, -1.67, 0.56], [-5.21, -3.38, 0.14], [-5.33, -2.15, -1.13], [-1.59, -3.33, 0.77], [-3.17, -4.03, 1.20], [-2.77, -2.38, 1.71], [-2.03, -0.35, -3.24], [-3.68, -1.72, -3.47], [-1.25, -2.35, -3.19], [-4.46, -0.96, -3.31], [-4.05, -2.69, -3.10], [-3.53, -1.81, -4.55], [-0.25, -2.03, -2.86], [-1.21, -2.48, -4.28], [-1.44, -3.34, -2.75], [3.58, 0.96, -0.76], [3.86, -1.17, -0.97], [5.31, 0.38, 0.42], [5.38, 1.32, 0.97], [6.01, 0.43, -0.42], [5.63, -0.44, 1.08], [2.89, -1.31, -1.47], [4.07, -2.06, -0.36], [4.63, -1.11, -1.74], [2.34, -2.20, 2.96], [4.05, -0.50, 3.65], [4.13, -1.74, 1.87], [3.33, 0.11, 4.21], [4.89, 0.13, 3.35], [4.44, -1.28, 4.33], [1.53, -1.72, 3.52], [2.83, -2.92, 3.63], [1.88, -2.77, 2.14], [1.69, -4.66, -1.42], [1.94, -4.07, -2.29], [2.59, -5.09, -0.98], [1.03, -5.48, -1.69], [0.10, 0.80, 3.56], [-0.76, 0.05, 2.80], [-0.78, -1.22, 3.36], [-2.13, 0.69, 2.95], [-2.46, 0.93, 4.24], [-2.19, 1.90, 2.31], [-3.13, -0.10, 2.43]],
  "lowdin_charge": [1.124, -0.199, -0.369, -0.194, 0.489, -0.180, -0.356, 0.489, 0.079, 0.079, 0.082, 0.526, -0.175, -0.175, -0.175, -0.172, 0.044, 0.033, 0.018, 0.024, 0.031, 0.041, 0.044, 0.019, 0.033, 0.042, 0.033, 0.034, -0.414, -0.412, 0.875, 0.034, 0.033, 0.867, 0.035, 0.042, -0.539, -0.534, -0.546, -0.549, -0.141, 0.092, -0.123, 0.077, 0.080, 0.065, 0.007, 0.082, 0.060, 0.069, -0.112, -0.130, 0.067, 0.072, 0.081, 0.061, 0.079, 0.067, 0.072, -0.121, -0.111, 0.068, 0.085, 0.072, 0.063, 0.070, 0.082, -0.129, -0.120, 0.092, 0.079, 0.068, 0.082, 0.065, 0.084, 0.015, -0.507, 0.029, 0.035, 0.035, 0.003, -0.513, -0.014, -0.551, 0.152, 0.103, 0.097]
}

4.
{
  "formula": "C9H13NS2",
  "method": "wB97M-V/def2-TZVPD",
  "energy_ev": -32698.4769,
  "lumo_ev": 0.33,
  "e_above_lowest_kcal_mol": 81.6,
  "homo_energy_ev": -7.9648,
  "symbols": ["C", "C", "C", "C", "C", "C", "C", "C", "C", "N", "S", "S", "H", "H", "H", "H", "H", "H", "H", "H", "H", "H", "H", "H", "H"],
  "positions_angstrom": [[-2.66, 1.40, 1.26], [-1.87, 1.35, 0.13], [-2.86, 0.14, 1.85], [-1.58, 0.07, -0.21], [3.85, -0.28, 0.72], [-0.63, -0.32, -1.20], [-0.12, 0.64, -1.99], [-0.38, -1.75, -1.52], [0.42, 1.52, -2.80], [1.33, -0.76, 2.06], [-2.17, -1.16, 0.90], [2.21, -0.43, 0.48], [-3.05, 2.27, 1.68], [-1.46, 2.17, -0.33], [-3.21, -0.05, 2.88], [4.31, -1.00, 1.40], [4.02, 0.80, 0.66], [-0.04, -2.09, -0.51], [-1.42, -2.03, -1.80], [0.41, -1.74, -2.13], [0.51, -1.13, 1.76], [-0.17, 1.97, -3.64], [1.38, 2.00, -2.51], [1.23, 0.13, 2.52], [1.92, -1.75, 0.34]],
  "lowdin_charge": [-0.169, -0.112, -0.379, -0.501, -0.439, -0.404, -0.072, -0.054, 0.016, -0.217, 1.026, 0.832, 0.087, 0.094, 0.067, -0.004, -0.031, 0.054, 0.113, 0.040, -0.092, 0.078, 0.065, 0.016, -0.015]
}